No. 1
DFT (ωB97M-V/def2-TZVPD) results for a 2-piece molecular cluster, C38H36ClN2O2 overall in a non-equilibrium geometry.

Structure (XYZ):
```
79
Properties=species:S:1:pos:R:3:mulliken_charge:R:1
C 4.9909 -1.5769 7.3513 -0.80
O 5.4650 -1.0051 6.0944 -0.43
C 4.5741 -0.8473 5.0690 0.77
C 5.0339 -0.5013 3.7674 -0.84
C 4.1536 -0.4675 2.6961 -0.09
C 2.7810 -0.8019 2.8343 -0.59
C 1.8176 -0.7406 1.7031 0.64
C 1.9308 0.2899 0.7290 -1.31
C 1.6474 0.2175 -0.6583 0.44
C 2.7557 0.4202 -1.5594 0.58
C 2.6936 0.0748 -2.9335 -0.38
C 3.8466 0.0788 -3.7177 -0.72
C 5.0968 0.4103 -3.1611 -0.39
C 5.1705 0.8368 -1.8206 -0.84
C 4.0083 0.9182 -1.0573 -0.08
C 0.7460 -1.7219 1.5682 -0.78
C 0.8498 -3.0525 2.0356 -0.27
C -0.2099 -3.9250 1.9445 -0.82
C -1.4240 -3.4807 1.3657 0.54
O -2.2939 -4.4740 1.0468 -0.39
C -3.4039 -4.2290 0.1450 -0.66
C -1.6100 -2.1192 1.0235 -0.38
C -0.4635 -1.3520 0.9398 1.36
C 2.3335 -1.0664 4.1466 -0.52
C 3.1874 -1.0722 5.2387 -0.47
H 5.8681 -1.6832 7.9884 0.25
H 4.2591 -0.9221 7.8410 0.32
H 4.5412 -2.5638 7.1876 0.37
H 6.0959 -0.2957 3.6360 0.44
H 4.5340 -0.2224 1.7037 0.39
H 2.4823 1.1649 1.1076 1.11
H 0.7142 -0.1876 -1.0554 0.33
H 1.7218 -0.2222 -3.3307 0.41
H 3.7704 -0.1685 -4.7782 0.41
H 5.9990 0.4101 -3.7763 0.39
H 6.1242 1.1357 -1.3681 0.40
H 4.0765 1.3162 -0.0352 0.43
H 1.7827 -3.4168 2.4505 0.54
H -0.1619 -4.9565 2.3017 0.46
H -3.9898 -5.1466 0.2098 0.26
H -4.0345 -3.3759 0.4589 0.32
H -3.0438 -4.0711 -0.8936 0.27
H -2.6075 -1.7067 0.8482 0.44
H -0.5099 -0.3890 0.4520 -0.54
H 1.2745 -1.2430 4.3342 0.46
H 2.7770 -1.2509 6.2345 0.35
C -1.2170 3.8342 -1.5887 -1.15
N -1.5506 2.6483 -2.3313 0.51
C -1.6148 1.3410 -1.7041 0.62
H -0.5675 1.0322 -1.3017 -1.88
C -2.6340 1.3363 -0.5684 0.67
C -4.0100 1.2610 -0.8490 -0.91
C -4.9431 1.2199 0.1940 0.14
Cl -6.5917 1.0632 -0.2489 -0.22
C -4.5390 1.2936 1.5348 -0.66
C -3.1713 1.4367 1.7951 -0.67
C -2.2348 1.5161 0.7606 -0.41
N -2.0251 0.5166 -2.8340 0.40
C -2.3607 -0.8744 -2.6251 -0.88
C -2.5620 1.3104 -3.8360 0.95
C -2.2604 2.6580 -3.5079 1.20
C -2.8235 3.7251 -4.2111 -0.81
C -3.5909 3.4048 -5.3389 -0.65
C -3.8817 2.0687 -5.6640 -0.70
C -3.4414 0.9913 -4.8768 -0.89
H -0.9721 4.6497 -2.2779 0.50
H -2.0433 4.1973 -0.9524 0.31
H -0.3349 3.6057 -0.9842 0.24
H -4.3925 1.2318 -1.8739 0.53
H -5.2896 1.2790 2.3228 0.44
H -2.8235 1.4796 2.8292 0.41
H -1.1810 1.7122 0.9924 0.35
H -2.7107 -1.3273 -3.5656 0.38
H -1.4701 -1.4111 -2.2740 0.16
H -3.1818 -1.0070 -1.8890 0.31
H -2.6557 4.7574 -3.8934 0.32
H -4.0008 4.2082 -5.9551 0.38
H -4.5157 1.8673 -6.5256 0.38
H -3.7595 -0.0438 -5.0592 0.28
```

The calculation puts the HOMO-LUMO gap at 3.739 eV. Its total charge is +1. The lowest unoccupied orbital energy comes out at -5.17 eV. The highest occupied orbital energy is -8.91 eV. Its electronic energy is -2189.47121 a.u. The calculation puts the relative energy (zero: lowest compared OMol25 entry of this formula, charge and spin) at 4.91 kcal per mole.

***

No. 2
DFT (ωB97M-V/def2-TZVPD) results for C3H4O2 as an isolated structure in a non-equilibrium geometry.

Structure (XYZ):
```
9
Properties=species:S:1:pos:R:3:mulliken_charge:R:1
O -0.8659 2.1283 0.1782 -0.54
C -0.2352 1.1171 0.2099 0.55
C -0.5905 -0.2637 -0.4148 -0.34
C 0.7126 -0.6965 0.1831 -0.22
O 0.9504 0.8128 0.7711 -0.38
H -0.6518 -0.2148 -1.5084 0.23
H -1.5071 -0.6815 0.0181 0.23
H 1.5384 -0.8812 -0.4991 0.24
H 0.6684 -1.3481 1.0522 0.23
```

The calculation puts the HOMO-LUMO gap at 11.134 eV. The lowest unoccupied orbital energy comes out at 0.81 eV. The highest occupied orbital energy is -10.32 eV. Its electronic energy is -267.16221 a.u. The calculation puts the relative energy (zero: lowest compared OMol25 entry of this formula, charge and spin) at 19.18 kcal per mole.

***

No. 3
DFT (ωB97M-V/def2-TZVPD) results for CH3Br3Ca2O2Rb as an isolated structure in a non-equilibrium geometry.

Structure (XYZ):
```
12
Properties=species:S:1:pos:R:3:mulliken_charge:R:1
Rb 3.0201 3.4878 -1.1366 1.05
Ca 0.7827 -0.7170 -1.7928 1.44
Ca 3.4796 -0.4369 0.3956 1.59
O 2.1829 -1.9962 -0.5776 -0.88
H 2.1147 -2.9599 -0.4658 0.23
O 1.8143 0.7736 -0.5064 -0.71
H 1.2609 1.3487 0.0412 0.22
C -3.0056 -0.0122 0.7517 -0.39
Br -3.7277 1.3568 -0.2934 0.09
Br -3.6929 -0.0843 2.5055 0.11
Br -1.0405 0.1975 0.8146 -0.14
H -3.1885 -0.9580 0.2640 0.39
```

The calculation puts the HOMO-LUMO gap at 6.390 eV. Its total charge is +3. The lowest unoccupied orbital energy comes out at -11.35 eV. The highest occupied orbital energy is -17.74 eV. Its electronic energy is -9290.88879 a.u.

***

No. 4
DFT (ωB97M-V/def2-TZVPD) results for C25H33MnN5PSb as an isolated structure in a non-equilibrium geometry.

Structure (XYZ):
```
66
Properties=species:S:1:pos:R:3:mulliken_charge:R:1
Mn 0.8707 -1.1685 0.3112 0.56
N 4.2629 -3.6022 -0.2436 0.06
C 3.5366 -2.6236 -0.8146 -0.19
N 2.5648 -2.3152 0.0255 -0.29
C 2.7466 -3.1128 1.1150 0.18
N 3.8091 -3.8779 1.0384 -0.56
C 1.9044 -2.9876 2.2509 0.61
C 2.2053 -3.4895 3.5101 -0.37
N 1.4364 -3.2799 4.5661 -0.45
C 0.2908 -2.5754 4.3453 -0.46
C -0.0212 -2.0274 3.1469 -0.28
N 0.7697 -2.2715 2.0746 0.35
H 5.0544 -4.0886 -0.6378 0.22
H 3.6322 -2.3209 -1.8630 0.49
H 3.1058 -4.0988 3.6034 0.52
H -0.3135 -2.4571 5.2761 0.38
H -0.9491 -1.4119 3.0067 0.34
C -1.8091 -3.8000 -0.0061 -1.21
C -2.6775 -2.5909 -0.2825 -0.81
Sb -1.6593 -0.7600 -0.8846 0.52
C -2.1382 -0.9402 -3.0106 -0.89
C -3.3435 -0.0998 -3.5035 -0.93
C -3.2065 0.6738 -0.2693 -0.89
C -4.5938 0.1310 0.1123 -1.26
H -2.3290 -4.7302 0.1518 0.44
H -1.1139 -3.6876 0.8213 0.15
H -1.1936 -4.0498 -0.8710 0.33
H -3.2883 -2.2492 0.5812 0.38
H -3.2685 -2.7423 -1.1767 0.53
H -2.3154 -1.9980 -3.1066 0.57
H -1.2597 -0.6703 -3.5728 0.50
H -4.1863 0.0127 -2.7825 0.16
H -3.7353 -0.5128 -4.4205 0.38
H -2.9588 0.9422 -3.6202 0.26
H -3.1869 1.4673 -0.9838 0.59
H -2.7139 1.1147 0.5937 0.49
H -4.9482 -0.5630 -0.6526 0.29
H -5.3061 0.9640 0.1430 0.36
H -4.5432 -0.3680 1.0785 0.40
C 3.4667 1.3405 -0.0799 -1.30
P 1.6520 1.1385 0.1468 1.37
C 1.2149 2.4712 1.3255 -0.37
C 0.3604 2.0882 2.3806 0.03
C -0.0987 3.0029 3.3203 -0.65
C 0.3903 4.3385 3.2106 -0.24
C 1.3014 4.6939 2.2264 -0.96
C 1.6008 3.7976 1.2378 0.54
C 0.9989 1.7426 -1.4084 0.28
C 1.4622 1.1934 -2.6006 -0.19
C 1.1748 1.7835 -3.8187 -0.82
C 0.3177 2.8934 -3.8995 -0.58
C -0.2087 3.4168 -2.7126 -0.73
C 0.1105 2.8488 -1.4967 -0.14
H 3.9977 0.4795 0.3098 0.38
H 3.8564 2.2701 0.3509 0.46
H 3.7180 1.3818 -1.1445 0.45
H 0.0199 1.0201 2.4733 0.02
H -0.7599 2.7394 4.1626 0.46
H 0.0561 5.1292 3.8940 0.45
H 1.6508 5.6888 2.0951 0.46
H 2.0625 4.1660 0.3210 0.51
H 2.1169 0.3024 -2.4859 0.21
H 1.4915 1.3081 -4.7186 0.49
H 0.0652 3.3621 -4.8386 0.46
H -0.8645 4.2807 -2.7279 0.47
H -0.2847 3.2873 -0.5721 0.47
```

The calculation puts the HOMO-LUMO gap (spin up / spin down) at 7.022 / 3.521 eV. Its total charge is +3. The lowest unoccupied orbital energy (spin up / spin down) comes out at -9.96 / -13.46 eV. The highest occupied orbital energy (spin up / spin down) is -16.99 / -16.98 eV. Its electronic energy is -2977.71046 a.u. Its spin multiplicity is 5. The calculation puts the relative energy (zero: lowest compared OMol25 entry of this formula, charge and spin) at 10.81 kcal per mole.

***

Please write out number 3 again, unchanged.
DFT (ωB97M-V/def2-TZVPD) results for CH3Br3Ca2O2Rb as an isolated structure in a non-equilibrium geometry.

Structure (XYZ):
```
12
Properties=species:S:1:pos:R:3:mulliken_charge:R:1
Rb 3.0201 3.4878 -1.1366 1.05
Ca 0.7827 -0.7170 -1.7928 1.44
Ca 3.4796 -0.4369 0.3956 1.59
O 2.1829 -1.9962 -0.5776 -0.88
H 2.1147 -2.9599 -0.4658 0.23
O 1.8143 0.7736 -0.5064 -0.71
H 1.2609 1.3487 0.0412 0.22
C -3.0056 -0.0122 0.7517 -0.39
Br -3.7277 1.3568 -0.2934 0.09
Br -3.6929 -0.0843 2.5055 0.11
Br -1.0405 0.1975 0.8146 -0.14
H -3.1885 -0.9580 0.2640 0.39
```

The calculation puts the HOMO-LUMO gap at 6.390 eV. Its total charge is +3. The lowest unoccupied orbital energy comes out at -11.35 eV. The highest occupied orbital energy is -17.74 eV. Its electronic energy is -9290.88879 a.u.

***

Copy entry 2 word for word.
DFT (ωB97M-V/def2-TZVPD) results for C3H4O2 as an isolated structure in a non-equilibrium geometry.

Structure (XYZ):
```
9
Properties=species:S:1:pos:R:3:mulliken_charge:R:1
O -0.8659 2.1283 0.1782 -0.54
C -0.2352 1.1171 0.2099 0.55
C -0.5905 -0.2637 -0.4148 -0.34
C 0.7126 -0.6965 0.1831 -0.22
O 0.9504 0.8128 0.7711 -0.38
H -0.6518 -0.2148 -1.5084 0.23
H -1.5071 -0.6815 0.0181 0.23
H 1.5384 -0.8812 -0.4991 0.24
H 0.6684 -1.3481 1.0522 0.23
```

The calculation puts the HOMO-LUMO gap at 11.134 eV. The lowest unoccupied orbital energy comes out at 0.81 eV. The highest occupied orbital energy is -10.32 eV. Its electronic energy is -267.16221 a.u. The calculation puts the relative energy (zero: lowest compared OMol25 entry of this formula, charge and spin) at 19.18 kcal per mole.

***

- The lowest electronic energy belongs to which entry?
  CH3Br3Ca2O2Rb